1.
Entry from the OMol25 dataset: C22H16F2N2O3S as an isolated structure in a non-equilibrium geometry (the ωB97M-V functional and the def2-TZVPD basis).

Calculated values
**E_LUMO**: -3.99 eV
**HOMO-LUMO gap**: 3.2 eV

Each line ends with the natural charge from an NBO analysis.
Cartesian coordinates (Å):
S 0.47 0.74 1.77  0.13
F 3.14 0.88 1.32  -0.34
F 2.09 -1.02 0.73  -0.34
O 1.08 1.09 3.97  -0.80
O -1.46 -2.28 -1.90  -0.58
O -1.71 2.28 -2.63  -0.57
N -1.50 -0.08 -2.77  -0.57
N -1.28 2.71 4.46  -0.27
C 2.30 5.58 3.47  -0.22
C -1.71 -1.08 -1.83  0.62
C -0.73 2.41 3.05  -0.28
C -2.84 1.83 0.17  -0.34
C -1.80 1.89 6.64  -0.24
C -2.14 3.76 4.65  0.08
C 1.36 4.58 3.14  -0.25
C 1.99 0.37 0.79  0.44
C -2.31 -0.45 -0.58  -0.11
C 3.97 3.88 3.84  -0.21
C -2.57 -0.97 0.67  -0.11
C -2.44 0.89 -0.84  -0.01
C -2.81 3.91 5.86  -0.24
C 0.75 2.02 3.12  0.20
C -3.15 1.19 1.32  0.36
C 1.72 3.22 3.16  -0.01
C -2.64 2.97 6.87  -0.11
C -1.85 1.14 -2.21  0.60
C -1.16 1.76 5.42  0.10
C 3.62 5.24 3.82  -0.21
C -3.19 -0.12 1.65  -0.37
C 3.03 2.91 3.49  -0.19
H -0.91 3.33 2.48  0.22
H -2.28 4.44 3.81  0.23
H 4.99 3.59 4.09  0.22
H -2.26 -1.99 0.87  0.26
H -0.52 0.93 5.19  0.30
H -3.45 4.78 5.99  0.24
H -3.62 -0.50 2.57  0.27
H -2.88 2.90 -0.04  0.29
H -3.13 3.09 7.84  0.24
H 2.00 6.63 3.45  0.21
H 4.35 6.02 4.07  0.22
H 3.34 1.86 3.50  0.25
H 1.80 0.76 -0.23  0.16
H -1.61 1.10 7.36  0.25
H 0.33 4.86 2.89  0.19
H -1.41 1.65 2.63  0.25

=====

2.
Entry from the OMol25 dataset: C27H21N9O5Zn as an isolated structure (the ωB97M-V functional and the def2-TZVPD basis).

Calculated values
**E_LUMO**: -7.17 eV
**HOMO-LUMO gap**: 5.7 eV
**Net charge**: +2

Each line ends with the natural charge from an NBO analysis.
Cartesian coordinates (Å):
Zn -1.38 -0.19 2.12  1.70
O -2.88 -1.82 1.73  -0.63
O 2.70 -0.49 -2.50  -0.43
O -2.07 2.83 5.18  -0.61
O -0.97 1.65 3.61  -0.64
O -4.87 -1.91 0.82  -0.60
N -3.21 0.51 2.83  -0.54
N 0.60 -0.39 2.27  -0.73
N 3.74 -1.21 -4.29  -0.25
N -2.74 0.40 -1.78  -0.22
N 4.59 -0.35 -3.61  -0.25
N 2.68 -0.59 3.03  -0.21
N -1.54 0.08 0.08  -0.73
N -2.13 -0.80 -1.82  -0.14
N 2.54 0.55 2.33  -0.14
C 3.83 0.78 -0.23  -0.16
C 3.67 1.48 2.21  -0.24
C -3.32 1.56 3.64  0.10
C 1.41 -2.00 -3.87  -0.02
C 0.23 -1.52 -3.32  -0.23
C 2.65 -1.27 -3.61  0.43
C -5.67 1.64 3.31  -0.11
C 0.22 -3.84 -4.82  -0.18
C -3.98 -1.33 1.59  0.80
C 4.18 1.65 0.79  -0.07
C -1.42 -0.99 -0.71  0.23
C -0.96 -2.21 -3.51  -0.06
C 5.62 2.84 -0.73  -0.18
C 5.27 1.98 -1.76  -0.15
C -4.54 2.15 3.93  -0.16
C 1.41 -3.16 -4.63  -0.16
C 1.31 0.67 1.88  0.23
C -0.96 -3.38 -4.26  -0.18
C 5.07 2.68 0.54  -0.19
C 4.36 0.96 -1.51  -0.10
C -2.38 0.90 -0.63  0.14
C -1.99 2.03 4.15  0.79
C -2.28 -1.69 -2.98  -0.24
C 1.50 -1.13 2.98  0.17
C -5.55 0.52 2.49  -0.18
C -4.30 -0.03 2.30  0.08
C 3.95 0.05 -2.57  0.44
H 3.16 -0.05 -0.06  0.21
H 3.36 2.45 2.61  0.23
H -1.88 -3.93 -4.41  0.22
H 0.95 1.49 1.27  0.24
H -0.84 -1.88 -0.50  0.25
H 0.21 -4.75 -5.41  0.24
H -1.19 3.09 5.50  0.53
H 1.26 -2.08 3.45  0.24
H -2.80 -1.09 -3.73  0.26
H 5.68 2.09 -2.75  0.25
H 2.34 -3.52 -5.06  0.25
H -2.68 1.88 -0.30  0.22
H 4.44 1.08 2.86  0.26
H 6.31 3.65 -0.92  0.24
H 0.25 -0.59 -2.76  0.21
H -5.74 -1.48 0.80  0.51
H -4.59 2.99 4.61  0.27
H -2.92 -2.52 -2.70  0.23
H -6.44 0.09 2.04  0.25
H 5.35 3.37 1.33  0.22
H -6.63 2.10 3.47  0.27

=====

3.
Entry from the OMol25 dataset: one molecule with the formula C6H12O (the ωB97M-V functional and the def2-TZVPD basis).

Calculated values
**E_LUMO**: 1.09 eV
**HOMO-LUMO gap**: 11.2 eV
**SMILES**: CC(C)[C@H]1O[C@H]1C

Each line ends with the natural charge from an NBO analysis.
Cartesian coordinates (Å):
O 0.32 0.19 2.04  -0.49
C -1.78 1.05 1.09  -0.65
C -0.96 -0.15 1.50  0.05
C -0.20 -0.84 -1.49  -0.61
C 2.11 0.17 -0.83  -0.60
C 0.61 0.08 -0.55  -0.25
C 0.28 -0.51 0.81  0.07
H -1.12 1.91 0.98  0.23
H -0.33 -1.83 -1.04  0.21
H 2.29 0.56 -1.84  0.21
H 2.59 0.85 -0.12  0.22
H -2.32 0.88 0.15  0.21
H 2.61 -0.81 -0.75  0.20
H -2.51 1.29 1.87  0.22
H 0.27 -0.98 -2.47  0.21
H -1.49 -0.95 2.00  0.18
H 0.21 1.09 -0.62  0.21
H 0.63 -1.54 0.90  0.18
H -1.20 -0.43 -1.64  0.21

=====

4.
Entry from the OMol25 dataset: one molecule with the formula C4H9N3 in a non-equilibrium geometry (the ωB97M-V functional and the def2-TZVPD basis).

Calculated values
**E_LUMO**: 1.01 eV
**HOMO-LUMO gap**: 9.6 eV
**SMILES**: C=C(C)/C(N)=N/N

Each line ends with the natural charge from an NBO analysis.
Cartesian coordinates (Å):
N 0.23 -1.41 1.17  -0.83
N -1.42 0.00 0.32  -0.37
N -2.27 -0.78 1.05  -0.71
C 2.11 0.02 -0.55  -0.37
C -0.16 -0.35 0.38  0.39
C 0.34 1.68 -1.10  -0.63
C 0.84 0.43 -0.45  -0.03
H 1.17 2.29 -1.49  0.21
H 0.81 -2.09 0.69  0.38
H -0.63 -1.84 1.52  0.40
H -2.88 -0.15 1.58  0.36
H -0.32 1.44 -1.94  0.23
H -0.21 2.30 -0.39  0.23
H -2.93 -1.22 0.40  0.36
H 2.83 0.58 -1.14  0.20
H 2.49 -0.87 -0.06  0.19

=====

5.
Entry from the OMol25 dataset: a 2-piece molecular cluster, C7H8I2Si overall in a non-equilibrium geometry (the ωB97M-V functional and the def2-TZVPD basis).

Calculated values
**E_LUMO (spin up / spin down)**: -1.39 / -0.62 eV
**HOMO-LUMO gap (spin up / spin down)**: 7.6 / 7.2 eV

Each line ends with the natural charge from an NBO analysis.
Cartesian coordinates (Å):
I 3.23 -1.90 0.21  -0.21
I 3.67 2.33 -0.22  -0.20
Si 2.46 0.27 -0.84  0.82
C -1.32 -0.77 -0.04  -0.34
C -2.64 -0.35 1.86  -0.22
C -1.93 0.82 2.10  -0.20
C 2.50 0.08 -2.77  -1.10
C -0.66 0.39 0.22  0.14
C -0.88 1.21 1.30  -0.32
C -2.37 -1.14 0.74  -0.20
H -2.80 -2.15 0.47  0.22
H 2.45 0.96 -3.35  0.25
H -3.35 -0.61 2.61  0.21
H -0.39 2.18 1.45  0.24
H 1.78 -0.62 -2.85  0.22
H -1.17 -1.55 -0.85  0.23
H -2.14 1.31 2.99  0.21
H 3.54 -0.48 -3.04  0.25

=====

6.
Entry from the OMol25 dataset: CHI3O2S as an isolated structure in a non-equilibrium geometry (the ωB97M-V functional and the def2-TZVPD basis).

Calculated values
**E_LUMO (spin up / spin down)**: -1.05 / -5.14 eV
**HOMO-LUMO gap (spin up / spin down)**: 5.1 / 3.9 eV
**2S+1**: 3
**<S²>**: 2.02

Each line ends with the natural charge from an NBO analysis.
Cartesian coordinates (Å):
I -1.88 -0.69 1.38  0.60
I 0.20 -2.63 -0.82  0.25
I 3.21 0.03 0.75  -0.12
S 1.04 -0.49 1.61  1.77
O 0.56 0.66 2.28  -0.92
O 1.13 -1.65 2.41  -0.94
C -0.22 -0.75 0.12  -0.91
H -0.23 0.13 -0.70  0.28

=====

7.
Entry from the OMol25 dataset: C22H43CeN2P3Se as an isolated structure in a non-equilibrium geometry (the ωB97M-V functional and the def2-TZVPD basis).

Calculated values
**E_LUMO (spin up / spin down)**: -14.87 / -14.86 eV
**HOMO-LUMO gap (spin up / spin down)**: 4.7 / 4.7 eV
**Net charge**: +4

Each line ends with the Mulliken charge.
Cartesian coordinates (Å):
Ce -0.26 -0.27 0.05  -0.14
Se 0.72 1.69 -1.88  0.30
P 2.37 0.14 1.48  0.98
P -1.19 1.64 2.10  1.37
P 1.00 -2.12 -1.71  1.17
N -0.88 -2.23 1.66  0.49
N 0.04 -1.78 3.76  -0.06
C -3.05 -0.83 -0.93  -0.91
C -1.57 -3.04 0.82  0.19
C 2.64 0.63 3.22  -1.38
C -1.05 4.57 -5.35  -0.49
C -1.18 1.52 3.92  -1.33
C -2.12 -4.24 1.24  -1.25
C 0.32 4.57 -5.05  -0.66
C 0.85 3.77 -4.03  -0.55
C 2.34 -1.48 -2.78  -1.17
C 0.00 2.91 -3.28  0.89
C 1.72 -3.65 -1.04  -1.18
C -0.44 3.31 1.89  -1.34
C -1.88 3.74 -4.59  -0.67
C -1.91 -4.65 2.56  -0.45
C -2.97 2.01 1.86  -1.13
C 3.49 1.42 0.71  -1.38
C -1.37 2.91 -3.57  -0.07
C -2.53 0.24 -1.63  -0.78
C -1.17 -3.85 3.41  -0.94
C 3.50 -1.30 1.44  -1.23
C -0.17 -2.81 -2.94  -1.20
C -0.68 -2.61 2.96  0.69
H 4.46 -0.97 1.85  0.51
H 0.94 -4.25 -0.55  0.37
H 0.41 -3.05 -3.85  0.50
H 2.94 2.38 0.70  0.38
H -3.58 1.39 2.53  0.43
H -3.14 3.07 2.08  0.47
H -1.46 5.21 -6.14  0.46
H -0.56 1.59 -0.70  -0.09
H 1.90 1.39 3.53  0.25
H 2.08 -0.46 -3.11  0.34
H 2.47 -2.14 -3.65  0.50
H 2.51 -3.44 -0.31  0.34
H -2.95 3.72 -4.81  0.42
H -1.61 2.43 4.36  0.48
H -0.65 -3.71 -2.55  0.39
H -0.93 -4.17 4.42  0.48
H -2.29 0.07 -2.69  0.54
H -1.05 4.08 2.39  0.50
H -0.94 -2.07 -3.19  0.23
H 3.28 -1.42 -2.22  0.34
H 3.79 1.10 -0.30  0.35
H -2.77 1.25 -1.28  0.74
H -2.34 -5.61 2.87  0.48
H -3.28 1.80 0.83  0.15
H 1.92 3.73 -3.80  0.42
H -1.77 0.66 4.24  0.47
H -0.36 3.52 0.81  0.37
H -1.74 -2.66 -0.19  0.18
H 2.15 -4.23 -1.87  0.47
H -3.56 -0.65 0.03  0.30
H -3.07 -1.82 -1.42  0.55
H 2.64 -0.24 3.88  0.46
H 0.21 -2.02 4.73  0.24
H 4.38 1.51 1.36  0.57
H -1.98 2.20 -3.01  0.09
H 0.33 -0.86 3.45  -0.34
H -2.71 -4.81 0.53  0.53
H 3.64 1.08 3.27  0.55
H 3.08 -2.08 2.08  0.39
H 0.97 5.20 -5.66  0.41
H 3.64 -1.65 0.41  0.34
H -0.17 1.42 4.32  0.35
H 0.58 3.32 2.31  0.34

=====

8.
Entry from the OMol25 dataset: a 2-piece molecular cluster, C3H8O2S overall in a non-equilibrium geometry (the ωB97M-V functional and the def2-TZVPD basis).

Calculated values
**E_LUMO (spin up / spin down)**: -4.28 / -9.33 eV
**HOMO-LUMO gap (spin up / spin down)**: 9.8 / 4.6 eV
**2S+1**: 2
**<S²>**: 0.75
**Net charge**: +1

Each line ends with the natural charge from an NBO analysis.
Cartesian coordinates (Å):
S -1.11 -0.01 -1.61  0.75
O 1.65 2.51 -1.23  -0.96
O 0.90 -0.82 2.78  -0.43
C -0.66 -0.41 1.02  -0.54
C 0.06 -1.27 2.07  0.43
C -0.06 -0.72 -0.35  -0.60
H -0.09 -2.37 2.04  0.13
H -0.37 0.60 1.28  0.26
H 0.94 -0.29 -0.42  0.31
H 0.07 -1.76 -0.48  0.27
H 1.79 3.32 -1.73  0.49
H -0.76 -0.88 -2.59  0.16
H 2.36 1.90 -1.46  0.47
H -1.74 -0.49 1.13  0.25